[1]
Formula: Br3HSi
Source: the OMol25 dataset
Level of theory: ωB97M-V with the def2-TZVPD basis set

The value obtained for the highest occupied orbital energy is -0.34961 Ha. For the frontier orbital gap, the calculation gives 8.36 eV. As for the spin multiplicity: 1. The LUMO energy comes out at -1.2 eV.

```
5
Properties=species:S:1:pos:R:3:mulliken_charge:R:1
Si -2.00495 0.65422 0.66828 0.272
Br -2.61424 -1.04597 -0.66749 -0.160
Br 3.23722 -0.64809 0.06683 -0.193
Br -0.50817 1.71553 -0.48271 -0.103
H 1.89015 -0.67569 0.41510 0.185
```

---

[2]
Formula: C28H63N3O5
Source: the OMol25 dataset
Level of theory: ωB97M-V with the def2-TZVPD basis set

The value obtained for the highest occupied orbital energy is -0.28044 Ha. For the frontier orbital gap, the calculation gives 8.09 eV. As for the spin multiplicity: 1. The SMILES is CC1(C)CCCC(C)(C)N1O.CC1(C)CCCC(C)(C)N1O.CC1(C)CCCC(C)(C)N1O.CO.O. The LUMO energy comes out at 0.5 eV.

```
99
Properties=species:S:1:pos:R:3:mulliken_charge:R:1
C -0.21297 -0.72916 -0.38451 0.628
O -1.21844 -0.94218 0.59569 -0.043
H -0.08614 0.34450 -0.53690 0.221
H 0.69383 -1.11497 0.08135 -0.802
H -0.49318 -1.26327 -1.29467 0.170
H -1.93397 -0.30384 0.49711 -0.349
O -1.29076 -3.61378 1.72487 -0.723
H -1.12677 -2.70642 1.42331 0.351
H -2.21841 -3.76982 1.53000 0.287
C 3.93650 -4.23315 1.58707 -1.878
C 2.89165 -3.20642 1.12875 1.425
C 3.54830 -2.01855 0.40522 -0.569
C 3.99510 -2.24366 -1.03506 -1.076
C 2.80182 -2.71295 -1.85875 -0.671
C 2.13994 -3.96728 -1.26362 1.170
N 1.92126 -3.76845 0.17029 1.128
O 1.11456 -4.75947 0.74565 -0.599
C 0.78098 -4.17066 -1.97534 -1.441
C 3.02139 -5.20401 -1.55393 -1.887
C 2.13574 -2.66536 2.34852 -1.564
H 4.62254 -4.63523 0.84388 0.306
H 3.37217 -5.07244 2.00237 0.403
H 4.54855 -3.84794 2.40625 0.431
H 2.94917 -1.11779 0.57248 -0.234
H 4.45310 -1.70100 0.94082 0.540
H 4.79474 -2.98723 -1.05223 0.593
H 4.42925 -1.33693 -1.45956 0.486
H 3.11915 -2.97782 -2.87072 0.518
H 2.06521 -1.91221 -1.96502 -0.107
H 0.38506 -5.17541 -1.83866 0.363
H 0.12149 -3.41918 -1.53514 0.088
H 0.82540 -3.99093 -3.05020 0.348
H 2.59050 -6.09771 -1.09865 0.370
H 3.26441 -5.41073 -2.59639 0.400
H 3.97483 -5.08457 -1.03449 0.317
H 2.76035 -1.93168 2.85843 0.399
H 1.81100 -3.47537 3.00077 0.399
H 1.21951 -2.15591 2.04257 0.058
H 0.27301 -4.30810 0.91060 0.409
C 0.59284 4.02807 -3.23568 -1.967
C 0.33502 2.64924 -2.57300 1.977
C 0.95609 1.52176 -3.38663 -1.501
C 2.45795 1.27557 -3.12082 -1.157
C 2.76202 1.21821 -1.63988 0.521
C 2.18100 2.36988 -0.82340 1.214
N 0.75829 2.62980 -1.17408 1.453
O 0.16590 3.63234 -0.39425 -0.692
C 2.26349 2.02406 0.66041 -1.676
C 3.02924 3.62630 -1.12061 -1.832
C -1.17698 2.40526 -2.60117 -2.157
H -0.15193 4.18931 -4.01861 0.503
H 1.57154 4.11200 -3.71073 0.369
H 0.50278 4.87290 -2.55350 0.306
H 0.36255 0.60646 -3.35430 0.542
H 0.89107 1.83250 -4.43351 0.448
H 3.01657 2.10408 -3.56568 0.507
H 2.73111 0.39563 -3.70469 0.435
H 3.83787 1.11175 -1.48583 0.724
H 2.36441 0.27951 -1.23586 -1.356
H 3.31891 1.90483 0.90730 0.469
H 1.82647 2.80883 1.27496 0.402
H 1.71356 1.09230 0.79893 -0.045
H 2.65021 4.47375 -0.54550 0.353
H 4.09838 3.48245 -0.95183 0.405
H 2.97843 3.97087 -2.15332 0.339
H -1.81941 3.15955 -2.13890 0.397
H -1.38568 1.50901 -2.00724 0.194
H -1.67515 2.21415 -3.55457 0.498
H -0.53874 3.15709 0.06513 0.243
C -4.06627 0.59320 -0.63294 -1.960
C -4.36575 1.15992 0.78114 1.372
C -4.87627 0.03078 1.64183 -1.304
C -4.82226 0.30452 3.13576 -0.719
C -3.38694 0.67390 3.51068 -1.143
C -2.81869 1.87632 2.76064 1.507
N -3.07126 1.65810 1.31940 1.172
O -2.56111 2.68464 0.51681 -0.272
C -3.40652 3.18666 3.28644 -1.787
C -1.28543 1.82475 2.95680 -1.810
C -5.44508 2.23332 0.58832 -1.633
H -4.95225 0.34680 -1.21964 0.462
H -3.43912 -0.29792 -0.62516 0.414
H -3.56870 1.40458 -1.16458 0.378
H -5.91636 -0.18450 1.37580 0.416
H -4.40302 -0.92988 1.41347 0.239
H -5.22082 -0.52349 3.71976 0.428
H -5.50021 1.14945 3.29661 0.331
H -2.75013 -0.19959 3.35393 0.175
H -3.42978 0.83004 4.59174 0.463
H -3.01636 3.42235 4.27942 0.472
H -3.02893 4.03269 2.70420 0.321
H -4.49193 3.21888 3.35908 0.310
H -0.82679 0.89302 2.62189 0.120
H -0.77825 2.67135 2.49132 0.432
H -0.98222 1.83306 4.00810 0.474
H -5.14718 2.96889 -0.16660 0.349
H -5.48581 2.81791 1.51110 0.340
H -6.42365 1.90133 0.25105 0.432
H -3.13062 3.44853 0.69830 0.236
```

---

[3]
Formula: CH11NO5
Source: the OMol25 dataset
Level of theory: ωB97M-V with the def2-TZVPD basis set

The value obtained for the highest occupied orbital energy is -0.37685 Ha. For the frontier orbital gap, the calculation gives 10.65 eV. As for the spin multiplicity: 1. The SMILES is NC=O.O.O.O.O. The LUMO energy comes out at 0.4 eV.

```
18
Properties=species:S:1:pos:R:3:mulliken_charge:R:1
C -1.90288 0.27854 1.11410 0.122
N -0.53720 0.94293 1.21514 -0.286
O -2.69449 0.63472 0.26132 -0.514
H -1.97355 -0.77092 1.51965 0.313
H 0.17544 0.33081 1.50499 0.180
H -0.20559 1.82825 0.95736 0.187
H 2.20342 1.23228 2.37387 0.317
H 3.23791 1.78961 3.52311 0.328
O 3.16493 1.61073 2.53672 -0.655
H 0.26948 0.24046 -2.08079 0.352
H 1.60377 -0.41371 -2.27364 0.299
O 1.06147 -0.04159 -1.56727 -0.606
H 0.31494 -1.67928 -0.58586 0.305
H 0.20053 -2.96399 -1.15552 0.302
O 0.49916 -2.59305 -0.32009 -0.625
H -1.74158 -0.08017 -3.15711 0.291
H -2.13052 -0.38137 -1.61972 0.315
O -1.54523 0.03575 -2.24626 -0.628
```

---

[4]
Formula: C12H17Cl6N5
Source: the OMol25 dataset
Level of theory: ωB97M-V with the def2-TZVPD basis set

The value obtained for the highest occupied orbital energy is -0.40019 Ha. For the frontier orbital gap, the calculation gives 11.09 eV. As for the spin multiplicity: 1. The SMILES is ClC(Cl)Cl.ClC(Cl)Cl.CC#N.CC#N.CC#N.CC#N.CC#N. The LUMO energy comes out at 0.2 eV.

```
40
Properties=species:S:1:pos:R:3:mulliken_charge:R:1
C -5.58733 -7.66754 19.50738 -0.646
C -5.91574 -6.53034 20.42618 0.398
N -6.15854 -5.67710 21.15785 -0.402
H -6.01143 -7.64649 18.50348 0.077
H -5.88393 -8.63850 19.90405 0.256
H -4.50882 -7.66428 19.34948 0.291
C -9.45519 -9.98837 18.91301 -0.630
C -8.62606 -9.54038 20.04761 0.377
N -7.99918 -9.20144 20.95828 -0.444
H -9.01230 -10.87880 18.46683 0.259
H -9.39960 -9.24142 18.12114 0.178
H -10.42088 -10.22599 19.35919 0.287
C -9.33303 -4.93961 10.00040 -0.753
C -8.48985 -4.90328 11.23593 0.335
N -7.77984 -4.81877 12.14052 -0.307
H -10.27518 -5.46564 10.15445 0.204
H -8.73646 -5.45978 9.25098 0.235
H -9.54281 -3.93493 9.63336 0.320
C -6.51082 -5.68844 15.30955 -0.506
C -7.36081 -6.70317 15.94349 0.490
N -7.96253 -7.54614 16.54774 -0.537
H -6.12760 -5.95454 14.32445 0.012
H -5.62969 -5.33797 15.84702 0.359
H -7.16521 -4.83993 15.10978 0.196
C -2.48016 -5.90602 12.20766 -0.830
C -2.98034 -6.15560 13.51946 0.409
N -3.42303 -6.33556 14.57917 -0.402
H -2.86228 -6.63285 11.49084 0.277
H -1.39457 -5.99787 12.17404 0.311
H -2.78108 -4.91482 11.86847 0.265
C -11.60860 -5.91770 14.45222 -0.083
Cl -10.12561 -4.88825 14.65072 -0.090
Cl -11.84737 -7.17742 15.68345 -0.104
Cl -11.53914 -6.69327 12.82229 -0.126
H -12.46937 -5.25700 14.55538 0.374
C -6.98564 -8.63938 11.41084 -0.173
Cl -7.32075 -8.17685 9.78852 -0.119
Cl -8.36118 -8.58053 12.55445 -0.077
Cl -5.53584 -7.84381 12.10200 -0.081
H -6.73549 -9.69853 11.34971 0.401
```

---

[5]
Formula: C5H14N
Source: the OMol25 dataset
Level of theory: ωB97M-V with the def2-TZVPD basis set

The value obtained for the highest occupied orbital energy is -0.49691 Ha. For the frontier orbital gap, the calculation gives 10.13 eV. As for the spin multiplicity: 1. The charge is +1. The LUMO energy comes out at -3.4 eV.

```
20
Properties=species:S:1:pos:R:3:mulliken_charge:R:1
C 1.57777 1.31247 -0.27841 -1.085
C 1.47685 -0.03693 0.35766 -0.109
C 0.78297 -1.10190 -0.07731 -0.077
C 0.81543 -2.44944 0.58242 -1.177
H 1.07995 1.28372 -1.24730 0.260
H 1.10571 2.07957 0.34859 0.309
H 2.58619 1.70261 -0.39920 0.388
H 2.01094 -0.16276 1.29877 0.288
H 0.48265 -1.09603 -1.12952 0.346
H 1.20749 -2.36374 1.59473 0.331
H -0.18795 -2.88102 0.59231 0.300
H 1.45262 -3.15341 0.04733 0.320
C -1.98480 1.23420 -0.84268 -0.722
N -1.67418 0.48654 0.41891 -0.141
H -1.38287 0.84499 -1.65732 0.294
H -3.03510 1.11093 -1.08500 0.366
H -1.70059 2.27072 -0.69545 0.343
H -0.61143 0.34060 0.44432 -0.029
H -2.06224 -0.45352 0.49820 0.407
H -1.93943 1.03240 1.22896 0.389
```

---

[6]
Formula: C3H4N2O3
Source: the OMol25 dataset
Level of theory: ωB97M-V with the def2-TZVPD basis set

The value obtained for the highest occupied orbital energy is -0.35545 Ha. For the frontier orbital gap, the calculation gives 9.82 eV. As for the spin multiplicity: 1. The SMILES is O=CN/C=N\OC=O. The LUMO energy comes out at 0.1 eV.

```
12
Properties=species:S:1:pos:R:3:mulliken_charge:R:1
C 2.48453 0.25461 0.23906 0.227
C 0.46849 -0.79500 -0.12442 -0.041
C -2.74173 0.24042 -0.02251 0.262
H 2.92845 1.31974 0.47963 0.262
H 0.43626 1.27649 0.42545 0.341
H 1.08403 -1.66241 -0.14609 0.507
H -3.00104 1.23002 -0.42493 0.276
N 1.10059 0.40123 -0.12991 -0.228
N -0.82844 -0.88668 -0.14906 -0.526
O 2.91165 -0.87010 -0.08587 -0.531
O -1.43136 0.26296 -0.34242 -0.082
O -3.41144 -0.77128 0.28108 -0.467
```

---

[7]
Formula: C6H13NO
Source: the OMol25 dataset
Level of theory: ωB97M-V with the def2-TZVPD basis set

The value obtained for the highest occupied orbital energy is -0.33663 Ha. For the frontier orbital gap, the calculation gives 9.77 eV. As for the spin multiplicity: 1. The LUMO energy comes out at 0.6 eV.

```
21
Properties=species:S:1:pos:R:3:mulliken_charge:R:1
C 2.68002 -0.38731 0.59589 -0.620
C 0.54623 0.39987 -0.19329 0.286
C 1.00375 1.80427 -0.18343 -1.384
C -0.54679 -0.25929 -0.31310 1.012
C -0.62247 -1.78994 -0.16398 -1.335
C -1.90482 0.19563 -0.52404 -1.046
H 2.68637 1.00524 0.73936 0.265
H 4.14746 -0.56098 -0.19599 0.158
H 2.43716 -1.31535 1.62561 0.199
H 1.24198 1.73144 0.98292 0.387
H 0.22052 2.56945 -0.34640 0.340
H 2.06087 1.74897 -0.87736 0.298
H -1.35444 -1.98256 -0.87370 0.436
H -1.05444 -2.13867 0.80262 0.284
H 0.31502 -2.32048 -0.27007 0.368
H -1.93773 1.27310 -1.19227 0.346
H -2.58648 -0.61283 -1.32931 0.313
H -3.47814 1.06977 0.27693 0.307
H -2.96560 -0.51612 0.89438 0.284
N -2.71307 0.51002 0.90279 -0.579
O 1.82461 -0.42425 -0.35755 -0.319
```

---

[8]
Formula: C4H6O2
Source: the OMol25 dataset
Level of theory: ωB97M-V with the def2-TZVPD basis set

The value obtained for the highest occupied orbital energy (spin up / spin down) is -0.30946 / -0.30941 Ha. For the frontier orbital gap (spin up / spin down), the calculation gives 7.99 / 7.99 eV. As for the spin multiplicity: 1. The LUMO energy (spin up / spin down) comes out at -0.4 / -0.4 eV.

```
12
Properties=species:S:1:pos:R:3:mulliken_charge:R:1
O -1.79867 0.74448 -0.09103 -0.558
C -0.84614 -0.23706 -0.40379 0.461
C 0.17638 0.20099 -1.30502 -0.553
C 0.15421 -0.67418 0.65071 -0.833
C 1.19584 0.18891 1.01709 0.182
O 1.66723 1.06224 0.26753 -0.563
H -1.92375 0.71826 0.86580 0.369
H -1.30802 -1.17110 -0.75662 0.236
H 0.71605 -0.52668 -1.90049 0.300
H 0.34398 1.25222 -1.49619 0.248
H 0.02963 -1.65255 1.10793 0.358
H 1.59327 0.09448 2.04409 0.353
```

---

[9]
Formula: CH4N2O3
Source: the OMol25 dataset
Level of theory: ωB97M-V with the def2-TZVPD basis set

The value obtained for the highest occupied orbital energy is -0.35423 Ha. For the frontier orbital gap, the calculation gives 10.43 eV. As for the spin multiplicity: 1. The SMILES is NC(=O)N(O)O. The LUMO energy comes out at 0.8 eV.

```
10
Properties=species:S:1:pos:R:3:mulliken_charge:R:1
N 0.00067 -0.64885 0.49497 0.073
C 0.29605 0.68987 0.10052 0.576
N -0.81757 1.41887 -0.07833 -0.328
O -0.89158 -1.26558 -0.40250 -0.446
O 1.15698 -1.48750 0.35318 -0.423
O 1.44574 1.06246 0.01817 -0.609
H -0.61186 -2.22607 -0.11377 0.376
H 1.85936 -0.91198 -0.02015 0.323
H -0.72979 2.41174 -0.20286 0.233
H -1.70800 0.95703 -0.14924 0.225
```

---

[10]
Formula: C5H9FN
Source: the OMol25 dataset
Level of theory: ωB97M-V with the def2-TZVPD basis set

The value obtained for the highest occupied orbital energy (spin up / spin down) is -0.40039 / -0.40039 Ha. For the frontier orbital gap (spin up / spin down), the calculation gives 2.89 / 2.91 eV. As for the spin multiplicity: 1. The charge is +1. The LUMO energy (spin up / spin down) comes out at -8.0 / -8.0 eV.

```
16
Properties=species:S:1:pos:R:3:mulliken_charge:R:1
C -3.36375 3.32385 3.53593 0.297
C 2.37124 -2.76385 -3.35197 -0.823
C 2.52146 -0.63750 -1.86188 -0.813
C -2.59624 0.75144 2.94756 -0.033
C 1.80640 -1.70395 -2.62318 0.138
N -2.06893 1.80453 3.25338 -0.211
F -3.00331 4.48612 3.40800 0.033
H -4.08585 3.02744 4.28449 0.312
H 1.72903 -3.30383 -4.01962 0.258
H 3.37989 -2.82471 -3.54014 0.316
H 2.58430 0.31639 -2.52782 0.216
H 3.53322 -1.00524 -1.68153 0.286
H 1.99956 -0.30368 -0.83536 0.206
H -1.83736 0.09792 2.81716 0.336
H -3.62309 0.39712 2.87378 0.266
H 0.65344 -1.66208 -2.67881 0.216
```

---

Record-wise energy relative to the best compared isomer or geometry (same formula, charge and spin) values, in kcal per mole: 28.1 0.0 48.2 11.4 21.1 98.4 246.6 90.7 12.9 171.2
Record-wise max |F| values, in Eh/bohr: 0.0257 0.0487 0.1013 0.1045 0.0354 0.1132 0.1141 0.0089 0.0577 0.1065